No. 1
109
Properties=species:S:1:pos:R:3:forces:R:3 method="wB97M-V/def2-TZVPD" e_lumo_ev=-6.22 charge=+2 orbital_gap_ev=7.367 e_tot_ev=-107376.01235 relative_energy_kcal_mol=0.0 e_homo_ev=-13.59
Ti 0.4263 -0.7787 -0.3107 0.3 -0.7 0.2
C 3.0294 -2.1944 -1.3960 -0.1 0.0 0.0
N 1.5618 -2.3142 -1.6155 0.0 0.2 -0.1
C 1.2876 -2.2226 -3.0655 0.0 0.0 0.1
C 1.1932 -3.6498 -1.1055 0.0 0.1 0.0
C 1.1740 -3.6039 0.4246 0.1 0.0 0.1
N 1.0944 -2.1995 0.8546 -0.2 0.0 -0.1
C 1.8645 -1.8260 1.9532 -0.4 -0.1 -0.2
C 2.5310 -0.6177 1.8575 0.1 0.1 0.1
F 2.3087 0.0752 0.6905 -0.1 0.0 0.0
C 3.3781 -0.1291 2.8237 0.0 0.0 0.0
F 3.9755 1.0498 2.6349 0.0 0.0 0.0
C 3.5771 -0.8633 3.9767 0.0 0.0 0.0
C 2.9150 -2.0731 4.1039 -0.1 -0.1 0.0
F 3.0745 -2.8022 5.1993 0.0 0.0 0.0
C 2.0628 -2.5565 3.1199 0.1 0.0 0.1
F 1.4216 -3.7101 3.3075 0.0 0.0 0.0
H 3.5308 -2.9510 -2.0051 0.0 0.0 0.0
H 3.3902 -1.2170 -1.6811 0.0 0.1 0.0
H 3.2587 -2.3781 -0.3493 0.0 0.0 0.0
H 0.2261 -2.3784 -3.2473 0.0 0.0 0.0
H 1.8607 -2.9807 -3.6056 0.0 0.0 0.0
H 1.5723 -1.2352 -3.4218 0.0 0.0 0.0
H 0.2312 -3.9374 -1.5127 0.0 0.1 0.0
H 1.9303 -4.3740 -1.4624 0.0 -0.1 0.0
H 0.3060 -4.1510 0.7881 0.0 -0.1 0.0
H 2.0609 -4.0732 0.8517 0.1 0.0 0.0
H 4.2312 -0.5078 4.7606 0.0 0.0 0.0
C -0.4614 4.1980 -2.1470 0.1 0.0 0.0
C 0.4417 3.0308 -1.9422 0.0 0.0 -0.1
C 1.8223 2.9562 -2.0020 0.0 0.1 0.0
C 2.1395 1.6250 -1.8230 0.0 -0.3 0.0
N 1.0138 0.8837 -1.6238 -0.1 0.4 0.3
N -0.0217 1.7956 -1.7091 -0.1 -0.1 -0.1
B -1.4971 1.4031 -1.7702 0.0 0.1 0.2
N -1.6417 -0.0653 -2.2248 0.0 -0.1 0.0
N -1.3380 -1.1555 -1.4330 -0.1 0.2 0.0
C -1.9923 -2.2090 -1.9578 0.1 -0.1 0.2
C -2.6318 -1.8263 -3.1303 0.0 0.0 -0.1
C -2.3796 -0.4758 -3.2796 0.0 0.1 0.0
C -2.8124 0.4211 -4.3895 0.0 -0.1 0.0
C -2.0652 -3.5254 -1.3045 -0.1 0.1 0.0
C -2.1155 -4.6907 -2.0681 -0.1 0.0 0.0
C -2.2455 -5.9210 -1.4456 0.0 0.0 0.0
C -2.3394 -5.9991 -0.0607 0.0 0.0 0.0
C -2.3095 -4.8406 0.7024 0.0 0.0 -0.1
C -2.1752 -3.6071 0.0803 0.0 -0.1 0.1
N -2.2324 1.7097 -0.3683 0.1 -0.3 0.1
N -1.7731 2.4832 0.6877 0.0 0.2 -0.3
C -2.8379 2.7960 1.4673 0.0 0.0 0.2
C -3.9617 2.1873 0.9538 0.0 0.0 -0.1
C -3.5509 1.5369 -0.2000 0.0 -0.1 -0.1
C -4.4257 0.8080 -1.1597 0.0 0.0 0.1
C -2.8170 3.6938 2.6413 0.0 -0.1 -0.1
C -3.1117 3.1882 3.9036 0.0 0.0 0.1
C -3.1707 4.0424 4.9924 0.0 0.0 0.0
C -2.9553 5.4047 4.8204 0.0 0.0 0.0
C -2.6962 5.9132 3.5565 0.0 0.0 0.0
C -2.6267 5.0579 2.4653 0.0 0.0 0.0
C 3.4998 1.0709 -2.0025 0.0 0.1 0.1
C 3.8473 0.5761 -3.2578 0.0 0.0 0.0
C 5.1219 0.0775 -3.4803 0.0 0.0 0.0
C 6.0572 0.0885 -2.4544 0.0 0.0 0.0
C 5.7278 0.6245 -1.2162 0.0 0.0 0.0
C 4.4539 1.1279 -0.9922 0.0 -0.1 0.0
H 0.1172 5.1177 -2.1062 0.0 0.0 0.0
H -1.2366 4.2444 -1.3833 0.0 0.0 0.0
H -0.9479 4.1374 -3.1216 0.0 0.0 0.0
H 2.5148 3.7543 -2.2091 0.0 0.0 0.0
H -2.0597 2.0587 -2.5917 0.0 0.1 0.0
H -3.2392 -2.4447 -3.7693 0.0 0.0 0.0
H -3.1675 -0.1860 -5.2195 0.0 0.0 0.0
H -1.9858 1.0370 -4.7386 0.0 0.0 0.0
H -3.6216 1.0849 -4.0894 0.0 0.0 0.0
H -2.0422 -4.6329 -3.1478 0.0 0.0 0.0
H -2.2796 -6.8233 -2.0412 0.0 0.0 0.0
H -2.4488 -6.9609 0.4221 0.0 0.0 0.0
H -2.4071 -4.8948 1.7788 0.0 0.0 0.0
H -2.1827 -2.7011 0.6689 0.0 0.1 0.0
H -4.9647 2.2666 1.3366 0.0 0.0 0.0
H -5.4376 0.7816 -0.7625 0.0 0.0 0.0
H -4.0970 -0.2172 -1.3229 0.0 0.0 0.0
H -4.4554 1.3242 -2.1192 0.0 0.0 0.0
H -3.2978 2.1288 4.0340 0.0 0.0 0.0
H -3.4012 3.6503 5.9739 0.0 0.0 0.0
H -3.0152 6.0720 5.6697 0.0 0.0 0.0
H -2.5651 6.9785 3.4186 0.0 0.0 0.0
H -2.4538 5.4537 1.4714 0.0 0.0 0.0
H 3.1183 0.5840 -4.0595 0.0 0.0 0.0
H 5.3876 -0.3088 -4.4553 0.0 0.0 0.0
H 7.0529 -0.2979 -2.6263 0.0 0.0 0.0
H 6.4680 0.6605 -0.4279 0.0 0.0 0.0
H 4.1997 1.5573 -0.0321 0.0 0.0 0.0
C -1.4757 -0.5538 2.0590 0.2 0.1 -0.1
O -0.5800 -0.2135 1.0196 0.3 0.2 -0.2
P 0.0291 2.6103 1.1388 0.1 -0.3 -0.4
O 0.3186 4.1609 0.9246 -0.1 0.2 0.1
C 0.5218 5.1858 1.9238 0.0 0.0 0.0
O -0.2740 2.4824 2.7111 -0.1 0.0 0.2
C 0.7317 1.9759 3.6045 0.0 0.0 -0.1
H -1.4656 0.2487 2.7969 0.0 0.0 0.0
H -1.1588 -1.4962 2.5116 0.0 0.0 0.0
H -2.4790 -0.6497 1.6403 0.0 0.0 0.0
H 1.5908 5.3727 1.9969 0.0 0.0 0.0
H 0.1158 4.8786 2.8837 0.0 0.0 0.0
H 0.0149 6.0846 1.5852 0.0 0.0 0.0
H 0.3688 2.1614 4.6114 0.0 0.0 0.0
H 1.6823 2.4913 3.4605 0.0 0.0 0.0
H 0.8614 0.9043 3.4505 0.0 0.0 0.0

No. 2
103
Properties=species:S:1:pos:R:3:forces:R:3 method="wB97M-V/def2-TZVPD" e_lumo_ev="-4.26 / -7.93" spin_multiplicity=6 charge=+2 orbital_gap_ev="8.276 / 5.324" e_tot_ev=-278870.98326 relative_energy_kcal_mol=0.0 e_homo_ev="-12.54 / -13.26" s2=8.766
Co -0.3987 1.3557 0.1309 -0.4 0.3 -0.1
O -1.7123 2.8200 0.0294 -0.1 -0.1 -0.1
N -2.4617 2.8215 -1.0137 -0.1 0.1 0.0
N -2.1462 1.9544 -1.8780 0.1 0.1 0.2
O -1.1144 1.1481 -1.7002 0.1 -0.2 0.0
C -2.9313 1.8115 -3.0774 0.0 0.0 0.0
C -4.0757 2.5781 -3.2408 0.0 0.0 -0.1
C -4.8101 2.4228 -4.4032 0.0 0.0 0.0
C -4.4087 1.5167 -5.3779 0.0 0.0 0.0
C -3.2664 0.7549 -5.1873 0.0 0.0 0.0
C -2.5156 0.8953 -4.0287 -0.1 0.0 0.0
H -4.3810 3.2794 -2.4801 0.0 0.0 0.0
H -5.7026 3.0141 -4.5472 0.0 0.0 0.0
H -4.9878 1.4070 -6.2835 0.0 0.0 0.0
H -2.9544 0.0459 -5.9411 0.0 0.0 0.0
H -1.6362 0.2960 -3.8550 0.1 0.0 0.0
C 1.2892 1.5301 -4.2923 0.1 0.0 0.1
Ge 2.8175 1.4166 -3.0956 0.0 0.1 -0.1
C 4.3267 0.4288 -3.8035 -0.1 0.0 0.1
C 3.2038 3.1555 -2.3054 0.0 -0.1 0.1
Ge 1.7833 0.1799 -0.8522 0.3 -0.4 -0.2
C 1.5749 -1.6316 -1.5785 0.0 0.1 0.0
C 1.1767 -1.9506 -2.8714 -0.1 0.0 0.0
C 1.1228 -3.2766 -3.2770 0.0 0.1 0.0
C 1.4623 -4.2883 -2.3925 0.0 0.0 0.0
C 1.8360 -3.9774 -1.0944 0.0 0.0 0.1
C 1.8882 -2.6545 -0.6800 0.1 0.0 0.0
C 3.2901 0.2712 0.3918 -0.1 0.1 0.1
C 3.0196 -0.2014 1.6789 0.0 0.0 0.0
C 4.0286 -0.2572 2.6292 0.0 0.0 0.0
C 5.3028 0.1931 2.3163 0.0 0.0 0.0
C 5.5706 0.6875 1.0491 0.0 0.0 0.0
C 4.5688 0.7271 0.0892 0.0 -0.1 0.0
H 1.5118 2.3640 -4.9626 0.0 0.0 0.0
H 0.3744 1.7543 -3.7509 -0.1 0.0 0.0
H 1.1591 0.6341 -4.8918 0.0 -0.1 0.0
H 4.6182 0.9471 -4.7194 0.0 0.0 -0.1
H 4.0473 -0.5919 -4.0534 0.0 0.0 0.0
H 5.1738 0.4150 -3.1242 0.0 0.0 0.0
H 3.4437 3.8088 -3.1476 0.0 0.0 0.0
H 4.0474 3.1360 -1.6229 0.0 0.0 0.0
H 2.3312 3.5574 -1.7939 0.0 0.0 0.0
H 0.8988 -1.1757 -3.5685 0.0 0.1 -0.1
H 0.8236 -3.5179 -4.2873 0.0 0.0 0.0
H 1.4372 -5.3200 -2.7153 0.0 0.0 0.0
H 2.1044 -4.7648 -0.4016 0.0 0.0 0.0
H 2.2020 -2.4335 0.3340 0.0 0.0 0.0
H 2.0209 -0.5338 1.9431 0.0 0.0 0.0
H 3.8192 -0.6527 3.6146 0.0 0.0 0.0
H 6.0876 0.1558 3.0586 0.0 0.0 0.0
H 6.5648 1.0328 0.8020 0.0 0.0 0.0
H 4.8098 1.0977 -0.8961 0.0 0.0 -0.1
O -0.5374 -0.3311 0.9330 0.2 -0.1 0.5
As -1.5319 -1.6495 1.3225 0.0 0.1 -0.2
C -3.0467 -0.9298 2.2256 0.0 0.0 0.0
C -4.2930 -1.5339 2.0973 0.0 0.0 0.0
C -5.3790 -0.9959 2.7720 0.0 0.0 0.0
C -5.2161 0.1330 3.5613 0.0 0.0 0.0
C -3.9696 0.7310 3.6868 0.0 0.0 0.0
C -2.8782 0.2000 3.0197 0.1 0.0 0.0
C -0.4550 -2.7008 2.4939 0.1 0.0 -0.1
C 0.3186 -1.9701 3.3951 0.0 0.0 0.0
C 1.1449 -2.6343 4.2851 0.0 0.0 0.0
C 1.2036 -4.0209 4.2753 0.0 0.0 0.0
C 0.4223 -4.7461 3.3894 0.0 0.0 0.0
C -0.4138 -4.0899 2.4968 -0.1 0.0 0.1
C -2.1534 -2.4454 -0.2959 -0.1 0.0 0.0
C -1.8232 -3.7137 -0.7569 0.1 0.0 0.0
C -2.3487 -4.1601 -1.9607 0.0 0.0 0.0
C -3.1934 -3.3468 -2.6979 0.0 0.0 0.0
C -3.5147 -2.0754 -2.2431 0.0 0.0 0.0
C -2.9959 -1.6217 -1.0429 0.0 0.0 0.0
H -4.4229 -2.4118 1.4745 0.0 0.0 0.0
H -6.3523 -1.4562 2.6780 0.0 0.0 0.0
H -6.0658 0.5497 4.0819 0.0 0.0 0.0
H -3.8504 1.6086 4.3062 0.0 0.0 0.0
H -1.9024 0.6645 3.1132 0.0 0.0 0.0
H 0.2772 -0.8866 3.3992 0.0 0.0 0.0
H 1.7341 -2.0725 4.9958 0.0 0.0 0.0
H 1.8501 -4.5375 4.9689 0.0 0.0 0.1
H 0.4513 -5.8261 3.3997 0.0 0.0 0.0
H -1.0491 -4.6730 1.8457 0.0 0.0 0.0
H -1.1500 -4.3543 -0.2096 0.1 0.0 0.1
H -2.0970 -5.1478 -2.3197 0.0 0.0 0.0
H -3.6061 -3.7058 -3.6302 0.0 0.0 0.0
H -4.1773 -1.4408 -2.8154 0.0 0.0 0.0
H -3.2589 -0.6324 -0.6840 0.0 0.0 0.0
C 3.4432 3.5785 3.7997 0.0 0.0 0.0
C 2.1119 2.9359 3.4433 0.0 0.0 0.0
S 1.4825 3.6278 1.8913 0.0 0.1 -0.1
O 0.9858 2.4299 1.0841 0.0 -0.1 0.1
C 0.0286 4.5324 2.4524 0.0 0.0 0.0
C -1.0357 3.7094 3.1515 0.0 0.0 0.0
H 3.7919 3.1895 4.7546 0.0 0.0 0.0
H 3.3550 4.6590 3.8972 0.0 0.1 0.0
H 4.1960 3.3624 3.0445 0.0 0.0 0.0
H 1.3678 3.0681 4.2261 0.0 0.0 0.0
H 2.2190 1.8714 3.2274 0.0 0.1 0.0
H -0.3583 4.9932 1.5422 0.0 0.0 0.0
H 0.4316 5.3279 3.0842 0.0 0.0 0.0
H -1.3406 2.8635 2.5378 0.0 0.0 0.0
H -1.9167 4.3333 3.2977 0.0 0.0 0.0
H -0.7162 3.3551 4.1304 0.0 0.0 0.0